Entry 1:
{
  "formula": "H32NO14",
  "method": "ωB97M-V with the def2-TZVPD basis set",
  "homo_lumo_gap_ev": 10.57,
  "homo_energy_ev": -13.188,
  "total_charge": 1,
  "relative_energy_kcal_mol": 2.4,
  "symbols": ["N", "H", "H", "H", "H", "H", "H", "O", "H", "H", "O", "H", "H", "O", "H", "H", "O", "H", "H", "O", "H", "H", "O", "H", "H", "O", "H", "H", "O", "H", "H", "O", "H", "H", "O", "H", "H", "O", "H", "H", "O", "H", "H", "O", "H", "H", "O"],
  "positions_angstrom": [[0.41056, -0.91138, 0.48136], [-0.04159, -1.09380, 1.39223], [1.38444, -0.64513, 0.65793], [0.35066, -1.77760, -0.08674], [-0.04550, -0.24854, -0.14100], [2.01934, 1.81936, 1.25217], [2.28632, 2.39101, -0.15699], [2.71559, 2.18752, 0.69930], [0.74761, 2.47717, -1.31233], [2.11470, 2.18537, -2.09269], [1.41167, 1.78175, -1.57431], [-2.35525, 1.17701, -3.46572], [-1.48609, 0.52205, -2.36953], [-1.49664, 1.23404, -3.03857], [-1.89002, -0.97562, 1.77653], [-2.04029, -1.85160, 2.96580], [-1.41169, -1.21884, 2.60193], [-0.72168, -4.26242, -0.88210], [-1.76516, -3.80247, 0.16539], [-1.22134, -3.50521, -0.56595], [3.63212, -0.28129, 1.50760], [3.70878, 0.43150, 0.12207], [3.26685, -0.25878, 0.62206], [-0.66219, -1.23200, -2.45713], [-1.53357, -2.17225, -1.62723], [-1.60013, -1.37942, -2.19246], [-1.10516, 2.59760, -1.75079], [-1.16981, 3.53599, -0.46974], [-0.67869, 3.32482, -1.26411], [1.89544, -0.72276, 3.81263], [1.93135, 0.80731, 3.80665], [1.34295, 0.05406, 3.68745], [-0.37154, 2.69269, 2.56528], [-0.12040, 1.12132, 2.90507], [0.02164, 1.86263, 2.28517], [-3.23805, -1.17913, -0.53743], [-3.07219, -0.02547, 0.47328], [-2.68068, -0.87311, 0.18510], [0.81982, -0.54925, -4.11789], [1.11679, 0.45645, -2.95098], [0.72174, -0.40336, -3.17216], [-3.04660, 1.99801, 2.05569], [-1.63269, 1.52142, 1.89870], [-2.55889, 1.25712, 1.67598], [2.30417, -1.93943, -1.15511], [1.95894, -3.44657, -1.38283], [1.78436, -2.68075, -0.83153]],
  "mulliken_charge": [0.20, 0.37, 0.26, 0.37, 0.12, 0.29, 0.42, -0.74, 0.55, 0.31, -0.84, 0.28, 0.43, -0.63, 0.30, 0.32, -0.66, 0.24, 0.26, -0.55, 0.25, 0.32, -0.64, 0.26, 0.42, -0.70, 0.38, 0.28, -0.73, 0.28, 0.30, -0.63, 0.25, 0.39, -0.63, 0.31, 0.23, -0.64, 0.25, 0.27, -0.53, 0.30, 0.38, -0.59, 0.28, 0.28, -0.65]
}

Entry 2:
{
  "formula": "C11H27AuNP2",
  "method": "ωB97M-V with the def2-TZVPD basis set",
  "s2": 2.010,
  "homo_lumo_gap_ev": [6.60, 8.43],
  "homo_energy_ev": [-9.089, -12.311],
  "total_charge": 1,
  "multiplicity": 3,
  "symbols": ["Au", "H", "H", "P", "P", "C", "H", "H", "H", "C", "H", "H", "H", "C", "H", "H", "H", "C", "H", "H", "H", "C", "H", "H", "H", "C", "H", "H", "H", "H", "H", "C", "C", "C", "N", "C", "C", "H", "H", "H", "H", "H"],
  "positions_angstrom": [[0.30829, 0.27385, -0.70935], [2.03079, 0.71312, 0.63662], [2.05073, -0.05604, 0.61640], [0.40459, 2.69930, -0.87258], [0.29478, -2.13401, -0.88371], [-0.98506, -3.02265, 0.05942], [-0.98690, -4.08690, -0.23003], [-0.80215, -2.95973, 1.14456], [-1.97282, -2.58331, -0.14975], [-0.05361, -2.47804, -2.61103], [0.73640, -2.01941, -3.22801], [-0.08909, -3.56541, -2.77379], [-1.02286, -2.01851, -2.86158], [1.82894, -3.01093, -0.48749], [2.05618, -2.95254, 0.59217], [1.71702, -4.07602, -0.76476], [2.67209, -2.58050, -1.05546], [-0.10498, 3.05488, -2.57622], [-0.07051, 4.13949, -2.75886], [0.57671, 2.52647, -3.26283], [-1.12756, 2.67123, -2.71572], [-0.71438, 3.64769, 0.19635], [-0.39780, 3.54828, 1.25022], [-0.68496, 4.71588, -0.09054], [-1.74392, 3.26455, 0.08742], [2.03237, 3.47458, -0.67797], [2.77246, 2.97638, -1.32876], [1.96516, 4.54115, -0.96086], [2.36304, 3.40447, 0.37318], [1.47535, 0.27847, -1.91807], [-1.03961, 0.30201, -1.82903], [-1.79794, -1.14568, 3.69430], [-2.52452, -0.57409, 2.63626], [-1.80861, -0.15361, 1.51612], [-0.47757, -0.22480, 1.49120], [0.22235, -0.87688, 2.41573], [-0.41696, -1.32048, 3.58866], [-2.32054, -1.44829, 4.61222], [-3.60146, -0.40601, 2.62693], [-2.27568, 0.23475, 0.60805], [1.28573, -1.02230, 2.23150], [0.22653, -1.75041, 4.36908]],
  "mulliken_charge": [0.48, 0.10, -0.11, 0.70, 0.74, -1.20, 0.46, 0.28, 0.31, -1.17, 0.36, 0.42, 0.38, -1.26, 0.33, 0.44, 0.33, -1.22, 0.42, 0.34, 0.37, -1.22, 0.34, 0.41, 0.32, -1.23, 0.34, 0.42, 0.38, -0.17, -0.16, -0.26, -0.72, -0.26, 0.12, -0.18, -0.72, 0.40, 0.42, 0.47, 0.37, 0.42]
}

Entry 3:
{
  "formula": "C4H4F2N2O2S",
  "method": "ωB97M-V with the def2-TZVPD basis set",
  "homo_lumo_gap_ev": 9.24,
  "homo_energy_ev": -8.935,
  "relative_energy_kcal_mol": 0.0,
  "symbols": ["C", "C", "C", "C", "N", "N", "O", "O", "F", "F", "S", "H", "H", "H", "H"],
  "positions_angstrom": [[-2.22578, -0.47951, 0.08807], [-1.32546, -0.86776, 0.98178], [-0.47137, 0.57241, -0.85000], [1.51289, 0.60347, -1.93817], [-1.69788, 0.40916, -0.90955], [-0.06725, -0.39947, 0.79866], [0.71859, -1.18854, 2.96521], [0.45378, 1.30455, -1.45659], [2.39068, 0.29924, -0.88957], [0.78476, 1.30845, 2.32689], [1.19011, -0.28555, 1.93901], [-3.29949, -0.74111, 0.28055], [-1.61294, -1.55761, 1.87334], [2.23471, 1.28263, -2.60974], [1.41464, -0.26037, -2.59989]],
  "mulliken_charge": [-0.53, 0.15, 0.47, -0.04, -0.36, -0.21, -0.51, -0.25, -0.25, -0.31, 0.71, 0.33, 0.30, 0.18, 0.33]
}

Entry 4:
{
  "formula": "C53H49FN3O3P2RuSbSe4Si",
  "method": "ωB97M-V with the def2-TZVPD basis set",
  "s2": 6.028,
  "homo_lumo_gap_ev": [6.58, 5.83],
  "homo_energy_ev": [-11.317, -11.448],
  "total_charge": 2,
  "relative_energy_kcal_mol": 0.0,
  "multiplicity": 5,
  "symbols": ["Ru", "C", "Si", "C", "C", "C", "C", "C", "C", "P", "C", "C", "C", "C", "C", "C", "C", "C", "C", "C", "C", "C", "C", "C", "C", "C", "C", "C", "P", "C", "C", "C", "C", "C", "C", "C", "C", "C", "C", "C", "C", "H", "H", "H", "H", "H", "H", "H", "H", "H", "H", "H", "H", "H", "H", "H", "H", "H", "H", "H", "H", "H", "H", "H", "H", "H", "H", "H", "H", "H", "H", "H", "C", "C", "N", "C", "C", "C", "O", "O", "C", "O", "C", "C", "C", "F", "C", "C", "C", "N", "C", "C", "N", "C", "C", "H", "H", "H", "H", "H", "H", "H", "H", "H", "H", "H", "H", "H", "H", "H", "H", "H", "H", "Se", "Sb", "Se", "Se", "Se"],
  "positions_angstrom": [[1.08303, 1.57460, 0.92594], [-1.59713, 1.75793, 4.76417], [-0.97917, 1.99846, 3.03799], [0.77912, 2.71518, 3.10964], [0.66024, 4.10131, 3.35746], [1.71767, 4.85896, 3.81234], [2.95849, 4.26156, 4.01104], [3.13383, 2.91967, 3.73504], [2.06394, 2.12638, 3.30713], [2.34914, 0.47964, 2.58324], [1.58089, -0.77610, 3.62017], [1.36201, -0.57623, 4.98056], [0.76938, -1.57650, 5.73867], [0.41140, -2.77830, 5.14483], [0.63943, -2.98326, 3.79023], [1.21493, -1.98218, 3.02437], [4.12462, 0.16836, 2.57502], [4.67573, -0.85995, 3.33670], [6.04463, -1.08542, 3.30710], [6.86602, -0.28047, 2.53255], [6.31998, 0.74872, 1.77533], [4.95269, 0.96748, 1.78553], [-2.09047, 3.10197, 2.00589], [-3.30140, 3.46820, 2.59903], [-4.26692, 4.18891, 1.91022], [-4.04341, 4.54807, 0.59283], [-2.84717, 4.20087, -0.01940], [-1.86367, 3.49604, 0.67137], [-0.26558, 3.20308, -0.16472], [0.54857, 4.82290, -0.25148], [1.80513, 4.97761, 0.32841], [2.45590, 6.20256, 0.27852], [1.85722, 7.27782, -0.35796], [0.60984, 7.12796, -0.95271], [-0.04065, 5.90727, -0.90228], [-0.65575, 2.75687, -1.87697], [0.27537, 3.05803, -2.87116], [0.10353, 2.57114, -4.15753], [-1.00653, 1.79519, -4.46304], [-1.94522, 1.50866, -3.48146], [-1.76793, 1.97805, -2.18726], [-1.54282, 2.69624, 5.32124], [-0.96545, 1.02346, 5.26617], [-2.61721, 1.37717, 4.78892], [-0.29606, 4.59029, 3.20097], [1.58295, 5.91473, 4.00573], [3.79080, 4.84911, 4.37615], [4.11103, 2.46989, 3.85399], [1.65442, 0.35705, 5.44774], [0.59604, -1.41992, 6.79510], [-0.04277, -3.55852, 5.74104], [0.36814, -3.92589, 3.33176], [1.38552, -2.13172, 1.96313], [4.04333, -1.48670, 3.95240], [6.46795, -1.88725, 3.89710], [7.93390, -0.45409, 2.51700], [6.95910, 1.37849, 1.17010], [4.52908, 1.75528, 1.17354], [-3.50692, 3.18456, 3.62420], [-5.19106, 4.46053, 2.40291], [-4.79061, 5.10188, 0.04001], [-2.68598, 4.47945, -1.05303], [2.28857, 4.13230, 0.80614], [3.43479, 6.30976, 0.72776], [2.36491, 8.23227, -0.40335], [0.14858, 7.96285, -1.46302], [-1.00417, 5.80227, -1.38619], [1.14227, 3.67052, -2.64556], [0.83825, 2.80179, -4.91811], [-1.14106, 1.41949, -5.46921], [-2.82125, 0.91914, -3.72314], [-2.49588, 1.73755, -1.42214], [-2.46139, -5.83183, 0.53449], [-3.34220, -4.60931, 0.32946], [-2.56361, -3.38577, 0.09062], [-2.37122, -2.53199, 1.10558], [-1.60825, -1.39697, 1.05345], [-1.59882, -0.57199, 2.27803], [-2.20684, -0.84198, 3.28074], [-0.85583, 0.55349, 2.16137], [-0.92256, -1.06074, -0.16967], [-0.14473, -0.13309, -0.34362], [-1.19410, -1.97213, -1.29041], [-0.62091, -1.68612, -2.52852], [-0.84209, -2.50890, -3.59474], [-0.31256, -2.15159, -4.78254], [-1.60321, -3.68658, -3.49151], [-2.16484, -3.96604, -2.24977], [-1.98463, -3.11613, -1.15389], [-1.76586, -4.59361, -4.55607], [-0.99629, -4.46951, -5.79612], [-1.27599, -5.68511, -6.67793], [-1.50322, -6.87284, -5.78787], [-2.80407, -6.72659, -5.02401], [-3.04872, -5.23836, -4.77448], [-3.08106, -6.71039, 0.71193], [-1.81532, -5.69439, 1.40164], [-1.82495, -6.02630, -0.32872], [-3.94566, -4.42835, 1.21657], [-4.04426, -4.74021, -0.49408], [-2.86698, -2.77649, 2.03704], [-0.00510, -0.80078, -2.64571], [-2.71280, -4.88610, -2.11629], [0.06508, -4.43715, -5.55079], [-1.22577, -3.57390, -6.37718], [-0.43993, -5.88994, -7.34197], [-2.17807, -5.58204, -7.27716], [-0.73126, -6.93741, -5.12186], [-1.50630, -7.73769, -6.32959], [-2.68350, -7.27705, -4.09363], [-3.59209, -7.18622, -5.61730], [-3.69714, -5.13549, -3.90954], [-3.58691, -4.78366, -5.61368], [2.59566, -1.17571, -3.98850], [3.87158, 0.66254, -3.25550], [5.67823, -0.38822, -1.89230], [4.19200, 2.83615, -4.02937], [2.49636, 1.41955, -0.87132]],
  "mulliken_charge": [-0.17, -1.50, 1.94, 0.32, -1.93, -1.11, -0.83, -1.14, 1.25, 1.80, 0.31, -0.52, -0.65, -0.62, -0.71, -0.54, 0.86, -0.57, -0.80, -0.65, -0.88, -0.58, 0.04, -1.03, -0.82, -0.94, -0.44, -0.13, 2.04, 0.24, 0.04, -1.00, -0.67, -0.74, -0.17, 0.77, -0.95, -0.92, -0.54, -0.93, -0.34, 0.41, 0.25, 0.40, 0.43, 0.48, 0.49, 0.64, 0.51, 0.46, 0.42, 0.49, 0.56, 0.47, 0.45, 0.41, 0.52, 0.60, 0.37, 0.47, 0.47, 0.37, 0.28, 0.49, 0.43, 0.45, 0.29, 0.65, 0.48, 0.45, 0.44, 0.38, -1.00, -1.04, 0.32, -0.11, -0.63, -0.04, -0.61, 0.76, 0.41, 0.08, 0.30, -0.18, 0.59, -0.37, -1.01, -0.76, -0.13, 0.26, -0.65, -0.81, -0.11, -0.77, -0.67, 0.41, 0.28, 0.33, 0.45, 0.50, 0.59, 0.50, 0.64, 0.52, 0.34, 0.41, 0.37, 0.38, 0.35, 0.43, 0.38, 0.45, 0.29, -0.39, 0.74, -0.18, -0.44, -0.02]
}